1.
# C8H31Cl2O15P

10 unconnected molecules or ions with the total composition C8H31Cl2O15P at a distorted geometry (wB97M-V/def2-TZVPD, OMol25).

Results
SMILES string: C/C(Cl)=C(/Cl)O[P@](=O)(O)OCCCCOC=O.O.O.O.O.O.O.O.O.O
Orbital gap: 9.7 eV

The geometry in ORCA input format:
```
! wB97M-V def2-TZVPD RIJCOSX def2/J DEFGRID3
* xyz 0 1
C -3.294 -0.567 -1.187
C -2.932 0.730 -1.808
Cl -3.601 2.120 -1.052
C -2.148 0.906 -2.864
Cl -1.917 2.402 -3.640
O -1.557 -0.154 -3.526
P -0.060 -0.509 -3.143
O 0.883 0.607 -3.235
O 0.265 -1.642 -4.179
O -0.148 -1.116 -1.698
C 0.869 -2.031 -1.222
C 2.170 -1.324 -0.884
C 1.975 0.038 -0.214
C 2.599 0.076 1.160
O 2.121 -0.975 2.051
C 0.963 -0.765 2.655
O -0.042 -0.349 2.141
H -2.642 -0.782 -0.343
H -3.193 -1.374 -1.901
H -4.307 -0.532 -0.808
H 1.149 -1.983 -3.988
H 0.439 -2.506 -0.350
H 1.016 -2.819 -1.957
H 2.703 -1.991 -0.211
H 2.775 -1.217 -1.780
H 2.445 0.812 -0.810
H 0.927 0.292 -0.141
H 3.661 -0.125 1.080
H 2.488 1.040 1.643
H 0.982 -1.027 3.716
O 0.047 1.291 5.065
H -0.732 1.326 5.629
H -0.225 0.737 4.324
O -4.091 5.171 -2.554
H -3.897 4.292 -2.208
H -4.931 5.416 -2.158
O -2.226 -3.554 -2.500
H -1.664 -2.792 -2.667
H -2.223 -4.050 -3.325
O 3.661 -2.142 4.535
H 3.173 -1.593 3.911
H 4.047 -1.497 5.136
O 3.003 0.800 4.544
H 2.197 0.942 5.061
H 3.648 1.396 4.937
O 1.090 -0.302 -6.935
H 0.589 -0.570 -6.159
H 1.506 0.524 -6.669
O -1.208 5.682 -2.805
H -1.970 6.216 -2.555
H -1.596 4.826 -3.007
O -3.059 -0.520 2.500
H -2.174 -0.612 2.867
H -2.981 0.241 1.916
O 1.766 -2.310 6.899
H 1.295 -1.561 6.524
H 2.364 -2.595 6.193
*
```


2.
# C8H31O7

7 unconnected molecules or ions with the total composition C8H31O7 at a distorted geometry (wB97M-V/def2-TZVPD, OMol25).

Results
Orbital gap: 10.5 eV
Energy relative to the best compared isomer or geometry (same formula, charge and spin): 137.45 kcal/mol

The geometry in ORCA input format:
```
! wB97M-V def2-TZVPD RIJCOSX def2/J DEFGRID3
* xyz 1 1
O 0.090 -0.008 -0.021
H -0.675 -0.507 -0.348
H -0.156 0.368 0.754
H 0.871 -0.601 0.231
C 0.496 -3.622 1.307
O 0.513 -2.907 0.165
H 0.834 -4.730 1.053
H -0.546 -3.406 1.633
H 1.379 -3.192 2.023
H 0.889 -3.367 -0.587
C 1.149 -0.553 3.330
O -0.073 -0.022 2.837
H 1.877 -0.661 2.521
H 0.953 -1.390 3.950
H 1.740 0.178 3.781
H -0.743 -0.646 3.274
C 3.025 -0.783 -1.424
O 2.797 -0.395 -0.118
H 2.177 -0.559 -2.034
H 3.351 -1.760 -1.705
H 3.892 -0.229 -1.837
H 3.555 -0.387 0.412
C -1.230 -1.327 -3.469
O -1.290 -0.053 -2.832
H -0.667 -2.055 -3.031
H -0.577 -1.138 -4.430
H -2.074 -1.919 -3.632
H -2.238 0.062 -2.671
C -3.055 -0.468 0.359
O -2.259 -1.368 -0.064
H -2.766 0.557 -0.019
H -2.939 -0.156 1.454
H -4.148 -0.873 0.227
H -2.869 -2.201 -0.207
C 1.129 3.071 0.518
C -0.340 3.415 0.255
C -0.744 3.720 -1.177
O -1.073 2.308 0.727
H 1.638 4.016 0.432
H 1.616 2.438 -0.326
H 1.174 2.738 1.518
H -0.365 4.545 0.798
H -0.769 2.731 -1.785
H -0.111 4.184 -1.609
H -1.590 4.320 -1.071
H -1.851 2.638 0.824
*
```


3.
# C8H32BeN16O12S

A molecular structure, C8H32BeN16O12S at a distorted geometry (wB97M-V/def2-TZVPD, OMol25).

Results
Orbital gap: 3.0 eV
Energy relative to the best compared isomer or geometry (same formula, charge and spin): 138.46 kcal/mol

The geometry in ORCA input format:
```
! wB97M-V def2-TZVPD RIJCOSX def2/J DEFGRID3
* xyz 0 1
Be -0.268 -2.301 -2.900
S -0.246 -0.617 -0.372
O -1.191 -0.655 -1.407
O 0.077 0.690 0.070
O -0.550 -1.467 0.713
O 0.932 -1.250 -0.973
C -0.327 4.177 0.282
O 0.873 4.177 0.067
N -1.058 5.276 0.134
N -1.047 3.102 0.407
H -1.949 5.309 0.608
H -0.659 6.113 -0.266
H -1.888 3.139 0.965
H -0.522 2.267 0.191
C 0.051 1.571 3.660
O -0.177 1.774 4.852
N -0.005 0.484 3.029
N 0.660 2.450 2.972
H 0.098 0.445 2.025
H -0.444 -0.336 3.422
H 0.906 2.262 2.011
H 0.929 3.284 3.475
C -2.642 -2.393 3.023
O -3.109 -2.518 4.146
N -1.733 -3.116 2.470
N -2.908 -1.397 2.193
H -1.278 -3.752 3.110
H -1.341 -2.734 1.621
H -2.253 -1.187 1.453
H -3.480 -0.641 2.543
C 2.859 1.580 -1.818
O 3.348 2.265 -2.713
N 3.015 0.313 -1.839
N 2.295 2.056 -0.742
H 3.200 0.106 -2.810
H 2.379 -0.297 -1.345
H 1.791 1.466 -0.095
H 2.150 3.055 -0.786
C 3.734 -1.953 1.227
O 4.541 -2.284 1.999
N 2.982 -0.920 1.424
N 3.437 -2.518 0.068
H 2.641 -0.380 0.641
H 3.347 -0.490 2.262
H 3.930 -3.341 -0.248
H 2.600 -2.089 -0.299
C 1.330 -4.599 -0.645
O 1.031 -4.107 -1.701
N 2.182 -5.521 -0.483
N 0.865 -4.178 0.546
H 2.461 -5.966 0.380
H 2.768 -5.854 -1.235
H 1.383 -4.817 1.132
H 0.739 -3.212 0.813
C -0.695 1.025 -4.233
O -0.239 -0.079 -4.382
N -0.518 1.718 -3.113
N -1.257 1.706 -5.220
H -0.261 1.104 -2.353
H -0.708 2.710 -3.143
H -1.430 1.237 -6.098
H -1.304 2.696 -5.024
C -4.262 1.090 -0.460
O -5.360 1.456 -0.449
N -3.807 0.219 -1.262
N -3.333 1.534 0.341
H -2.839 -0.067 -1.243
H -4.455 -0.089 -1.973
H -3.618 2.000 1.190
H -2.374 1.272 0.161
*
```


HOMO energy? In order: -9.75; -12.99; -8.89 eV.
Total energy? In order: -73847.787; -23117.138; -68462.744 eV.